# 1
{
  "formula": "CH14CuO10",
  "method": "ωB97M-V/def2-TZVPD",
  "species": ["Cu", "O", "O", "O", "O", "O", "O", "O", "O", "O", "O", "C", "H", "H", "H", "H", "H", "H", "H", "H", "H", "H", "H", "H", "H", "H"],
  "coordinates": [[-0.1861, -0.0827, 0.4874], [2.9789, 0.7163, 1.3694], [-3.5621, 0.8293, -0.1616], [0.9689, 0.7933, -0.4006], [0.7799, 2.9833, 0.0564], [1.2009, -1.8147, 0.4684], [-1.8111, -1.2157, 0.6054], [1.8399, -0.3517, -2.6256], [-0.9961, 1.5623, 0.0304], [-1.1101, 0.2583, -2.3336], [0.2979, -0.0147, 2.3644], [0.1669, 1.9363, -0.2836], [0.5919, 0.7333, 2.9204], [-1.0291, 0.9233, -1.6136], [-1.9921, 0.3843, -2.5136], [0.6469, -0.9107, 2.5934], [3.8619, 0.5993, 1.0164], [2.3529, 0.0543, 1.0334], [-3.5451, -0.0967, 0.0864], [1.4909, -2.4047, 1.1324], [-2.0201, -1.8457, 1.3024], [-2.1241, -1.5367, -0.2286], [1.1819, -0.3127, -3.3286], [1.3779, -0.0047, -1.8436], [-2.7371, 1.2093, 0.1774], [1.3759, -2.3907, -0.3116]],
  "e_lumo_ev": 2.17,
  "total_charge": -1
}

# 2
{
  "formula": "C26H56CdF6NO17S2Zn",
  "method": "ωB97M-V/def2-TZVPD",
  "species": ["Cd", "Zn", "S", "S", "F", "F", "F", "F", "F", "F", "O", "O", "O", "O", "O", "O", "O", "O", "O", "O", "O", "O", "O", "O", "O", "O", "O", "N", "C", "C", "C", "C", "C", "C", "C", "C", "C", "C", "C", "C", "C", "C", "C", "C", "C", "C", "C", "C", "C", "C", "C", "C", "C", "C", "H", "H", "H", "H", "H", "H", "H", "H", "H", "H", "H", "H", "H", "H", "H", "H", "H", "H", "H", "H", "H", "H", "H", "H", "H", "H", "H", "H", "H", "H", "H", "H", "H", "H", "H", "H", "H", "H", "H", "H", "H", "H", "H", "H", "H", "H", "H", "H", "H", "H", "H", "H", "H", "H", "H", "H"],
  "coordinates": [[-0.8588, -1.8761, 3.9227], [-0.6914, 1.9771, -2.8755], [-1.9928, 2.6457, -5.8165], [-3.6413, 2.8927, -3.7375], [-4.4538, 0.6567, -2.5739], [-1.8096, 4.6891, -7.4418], [-5.7536, 1.3447, -4.1949], [-0.3020, 4.6172, -5.8530], [-3.8061, 0.3608, -4.6543], [-2.3108, 5.2715, -5.4327], [-4.3374, 3.7484, -4.6203], [-0.2387, 0.2288, -3.9699], [2.9118, -4.5207, 0.4591], [-2.1646, -0.7373, 2.7414], [3.4803, 2.8027, -0.2851], [0.4579, -3.1824, 5.1073], [-0.9492, -3.3940, 2.2467], [0.7839, 1.3743, -1.1816], [-3.9224, 3.9909, 1.6410], [0.9323, 2.7834, -4.0781], [-3.7250, 3.2535, -2.3519], [5.8599, 1.3661, 2.8156], [-3.1358, 2.3148, -6.5700], [0.5259, -0.6884, 2.9563], [-1.7821, 0.8965, -1.5846], [-0.8142, 1.9184, -6.2007], [-2.4733, -3.0436, 4.8499], [-2.0911, 2.5674, -4.1293], [-2.0904, -0.0441, 0.4741], [-0.0162, -1.9048, -2.7694], [-3.8349, -3.5889, 4.8102], [-0.8062, -1.0971, -3.7716], [-5.3570, 2.2781, 0.7846], [5.0248, 0.2344, 2.8551], [-1.5612, 4.4444, -6.1620], [0.0481, -0.1809, 1.8974], [0.7794, 0.4421, 0.9007], [-1.2844, 0.5153, -0.5172], [2.7714, -3.0081, 4.4494], [3.4655, -3.1926, 0.2741], [-2.0154, -3.7820, 1.3415], [-3.9375, 2.6507, 1.1239], [3.9014, 5.1479, 0.1190], [-1.5250, -3.9018, -0.0890], [3.2215, 2.8839, -3.4939], [-4.7812, -2.7074, 4.0262], [0.1598, 0.8014, -0.3129], [-1.5574, -0.3000, 1.7251], [2.8749, 4.0358, 0.1888], [-4.4675, 1.1896, -3.8368], [3.3240, -2.8300, -1.1882], [1.8242, -3.7843, 5.2816], [1.9684, 3.7052, -3.6510], [5.6854, -0.8919, 3.6434], [-4.2379, -3.7668, 5.8048], [2.9778, 1.9745, -2.9363], [4.7959, 4.7861, 0.6343], [2.3052, -2.7966, -1.5682], [-5.8550, 3.0545, 0.1959], [-2.3688, -3.9251, -0.7752], [-5.4885, 1.3676, 0.1858], [-2.0984, -3.3439, 5.6849], [-0.8945, -3.0338, -0.3099], [0.4125, -1.3996, -1.9147], [-0.7007, -2.6884, -2.4262], [4.5513, -3.2445, 0.4769], [3.1250, -4.9090, 1.3091], [-4.4022, 3.9497, 2.4768], [-2.3669, -4.7746, 1.6621], [2.3866, 3.8707, 1.1570], [1.8380, 0.5384, 1.1055], [-3.2898, 2.6294, 0.2529], [5.9967, 1.6938, 1.9208], [-6.0217, 2.1705, 1.6528], [3.5186, 2.4574, -4.4617], [1.6994, -4.8392, 5.0553], [0.7622, -2.4244, -3.3332], [2.1035, -3.6180, 6.3194], [2.7821, -3.0562, 3.3570], [4.1402, 5.4345, -0.9022], [2.8084, 2.3577, -0.8331], [-0.8832, -1.5717, -4.7508], [2.0177, 4.2608, -0.4732], [3.0755, -2.4374, 0.9760], [2.1690, 4.4554, -4.4145], [-0.1502, -3.8947, 2.0285], [-3.1204, -0.3122, 0.2852], [5.0290, -1.7704, 3.6875], [-3.5371, 1.9688, 1.8858], [-5.7166, -3.2629, 3.9168], [4.0744, 0.4394, 3.3809], [-0.9010, -4.7780, -0.2821], [3.8892, -1.9443, -1.4700], [6.5995, -1.2984, 3.1975], [0.2446, 0.2841, -4.7994], [3.7940, -3.2608, 4.7503], [-0.0774, -3.5652, 5.8153], [3.5841, 6.0515, 0.6438], [5.9302, -0.6077, 4.6680], [4.7580, -0.1770, 1.8716], [-1.8424, -0.9785, -3.4555], [1.6595, 4.1115, -2.6948], [-2.8981, -3.1498, 1.3231], [3.7767, -3.6788, -1.7125], [1.1200, 2.4819, -4.9782], [-4.4130, -2.3514, 3.0679], [-5.1100, -1.8174, 4.5758], [4.0377, 3.4426, -3.0477], [-3.8039, -4.5401, 4.2679], [2.7032, -1.9371, 4.6545]],
  "e_lumo_ev": -3.51,
  "total_charge": 1
}

# 3
{
  "formula": "C3H6N2S2",
  "method": "ωB97M-V/def2-TZVPD",
  "species": ["S", "S", "N", "N", "C", "C", "C", "H", "H", "H", "H", "H", "H"],
  "coordinates": [[-2.3834, 0.6650, -0.5491], [-1.9263, -2.3825, -0.2108], [1.4000, 0.3321, -0.4182], [-0.8187, 0.6096, -1.0050], [0.2161, 0.5640, -0.0707], [2.4512, 0.2125, 0.5552], [-2.7565, -0.9805, 0.0425], [-0.6561, 0.5949, -2.0947], [2.1654, 0.4063, 1.6026], [3.2211, 0.9937, 0.1782], [2.9353, -0.7721, 0.4486], [-0.0848, 0.6829, 0.9755], [-3.7633, -0.9259, 0.5460]],
  "e_lumo_ev": -0.42,
  "smiles": "C/N=C/NSC=S"
}

# 4
{
  "formula": "C3HN2O4",
  "method": "ωB97M-V/def2-TZVPD",
  "species": ["O", "O", "O", "O", "N", "N", "C", "C", "C", "H"],
  "coordinates": [[-1.4575, -0.8938, 2.0784], [0.3445, 2.2640, 0.6688], [0.9913, -0.0523, -1.7461], [-1.2837, -0.4163, -2.1692], [-0.1940, 1.3801, 0.2149], [0.4588, -0.8966, -0.5883], [-0.5599, -0.6044, 1.4720], [0.4393, -0.2224, 0.6181], [-0.2560, -0.4643, -1.6680], [1.5172, -0.0941, 1.1195]],
  "e_lumo_ev": [-7.20, -7.20],
  "total_charge": 1
}

ΔE to the lowest compared entry with this formula, charge and spin? In order: 1.850; 0.000; 1.818; 0.000 eV.